Formula: C49H53N5O4S3Zn
Source: the OMol25 dataset
Level of theory: ωB97M-V/def2-TZVPD

Computed properties:
Energy above the lowest of the compared OMol25 structures with the same formula, charge and spin, kcal/mol: 0.0
Gap between HOMO and LUMO, Eh: 0.29396
Calculated total energy, eV: -148240.07162
Charge: 0
2S+1: 1

```
115
C49H53N5O4S3Zn, DFT ωB97M-V/def2-TZVPD
Zn -0.518 -0.922 -0.794
C 1.935 3.476 2.777
C 1.958 1.957 2.898
C 2.805 1.497 4.062
O 0.652 1.445 3.048
C 0.154 1.215 1.734
C 1.413 0.706 0.982
O 2.447 1.411 1.679
C 1.837 -0.799 0.787
O 0.729 -1.594 0.497
C 2.526 -1.352 2.053
C 1.735 -1.965 3.022
C 2.292 -2.455 4.196
C 3.661 -2.362 4.412
C 4.463 -1.779 3.440
C 3.901 -1.279 2.271
C 2.841 -0.818 -0.395
C 3.600 0.286 -0.793
C 4.432 0.217 -1.906
C 4.530 -0.959 -2.639
C 3.812 -2.074 -2.226
C 2.987 -2.002 -1.111
C -1.249 0.560 1.713
O -1.567 0.253 0.390
C -1.440 -0.642 2.663
C -1.220 -0.522 4.038
C -1.476 -1.583 4.894
C -1.993 -2.774 4.400
C -2.257 -2.882 3.042
C -1.980 -1.827 2.180
C -2.304 1.598 2.191
C -2.010 2.804 2.819
C -3.031 3.653 3.246
C -4.359 3.311 3.053
C -4.664 2.110 2.418
C -3.647 1.269 1.995
H 1.600 3.921 3.716
H 1.261 3.783 1.974
H 2.938 3.836 2.542
H 2.453 1.969 4.981
H 3.846 1.774 3.887
H 2.734 0.414 4.161
H -0.035 2.181 1.244
H 1.356 1.126 -0.022
H 0.673 -2.061 2.838
H 1.649 -2.911 4.942
H 4.102 -2.748 5.325
H 5.535 -1.717 3.588
H 4.545 -0.825 1.528
H 3.557 1.207 -0.225
H 5.012 1.087 -2.194
H 5.161 -1.008 -3.519
H 3.879 -3.003 -2.781
H 2.431 -2.874 -0.796
H -0.833 0.404 4.438
H -1.278 -1.474 5.956
H -2.202 -3.602 5.067
H -2.698 -3.796 2.659
H -2.196 -1.916 1.121
H -0.983 3.088 3.006
H -2.778 4.584 3.741
H -5.150 3.963 3.406
H -5.699 1.823 2.269
H -3.891 0.326 1.517
N 0.347 0.208 -2.230
S -0.428 1.414 -2.890
C 0.027 1.453 -4.625
C 0.349 0.242 -5.221
C 0.639 0.219 -6.579
C 0.596 1.391 -7.322
C 0.256 2.593 -6.713
C -0.036 2.630 -5.358
C 0.368 2.916 -2.322
C 1.725 3.130 -2.528
C 2.349 4.172 -1.862
C 1.622 4.984 -0.996
C 0.264 4.766 -0.803
C -0.369 3.723 -1.468
H 1.333 0.157 -2.480
H 0.363 -0.665 -4.625
H 0.896 -0.721 -7.054
H 0.827 1.370 -8.380
H 0.224 3.506 -7.297
H -0.295 3.566 -4.875
H 2.291 2.480 -3.188
H 3.408 4.346 -2.012
H 2.120 5.782 -0.458
H -0.299 5.397 -0.126
H -1.423 3.517 -1.307
C -1.728 -5.774 -2.703
N -1.095 -5.317 -1.490
C -1.267 -6.008 -0.218
C -0.481 -5.129 0.772
N -0.012 -4.039 -0.073
C -0.403 -4.163 -1.349
S -0.045 -3.050 -2.561
H -1.150 -6.569 -3.181
H -1.803 -4.935 -3.390
H -2.727 -6.149 -2.474
H -0.875 -7.026 -0.270
H -2.326 -6.068 0.041
H 0.356 -5.660 1.223
H -1.117 -4.756 1.571
H 0.478 -3.190 0.258
C -5.535 1.625 -2.910
N -4.662 0.469 -2.934
C -3.690 0.224 -2.034
N -3.426 1.131 -1.104
S -2.810 -1.234 -2.148
H -6.046 1.701 -3.866
H -4.956 2.539 -2.770
H -6.286 1.561 -2.118
H -4.834 -0.277 -3.584
H -4.047 1.904 -0.930
H -2.648 0.890 -0.445
```